Entry 1:
This record from OMol25 describes a 3-piece molecular cluster, C5H14O3 overall at a distorted geometry. The level of theory is the ωB97M-V functional and the def2-TZVPD basis.

Atoms and positions in Å:
C  -1.776  -0.756  -2.110
C  -0.293  -1.050  -2.092
C  0.133  -1.978  -0.922
C  0.400  -1.175  0.353
C  1.508  -1.757  1.242
O  2.451  -2.343  0.777
H  -2.272  -1.582  -2.618
H  -1.978  0.100  -2.755
H  -2.179  -0.701  -1.108
H  0.119  -1.485  -3.013
H  0.327  -0.142  -2.130
H  -0.727  -2.645  -0.837
H  1.020  -2.585  -1.094
H  0.712  -0.144  0.174
H  -0.502  -1.208  0.970
H  1.379  -1.593  2.321
O  1.636  5.333  -0.153
H  2.141  4.533  -0.078
H  0.705  5.157  0.073
O  -0.644  1.973  4.042
H  -0.577  2.205  4.960
H  -1.585  1.844  3.996

Calculated values
Frontier orbital gap (eV): 10.2
Relative energy (zero: lowest compared OMol25 entry of this formula, charge and spin) (kcal/mol): 11.8
LUMO level (eV): 0.45
SMILES string: CCCCC=O.O.O


Entry 2:
This record from OMol25 describes a 4-piece molecular cluster, C5H14O3 overall at a distorted geometry. The level of theory is the ωB97M-V functional and the def2-TZVPD basis.

Atoms and positions in Å:
C  2.430  -0.837  1.133
C  1.657  -1.073  0.020
C  0.312  -0.318  -0.118
C  0.221  0.496  -1.361
C  -0.891  1.081  -1.804
H  3.033  -1.705  1.255
H  2.336  -0.097  1.867
H  1.833  -1.963  -0.640
H  -0.510  -1.058  -0.218
H  -0.039  0.090  0.768
H  1.169  0.665  -1.683
H  -0.970  1.740  -2.629
H  -1.794  0.894  -1.277
O  1.988  2.779  2.109
H  1.686  2.854  1.192
H  1.826  1.940  2.414
O  -2.307  -0.951  -2.972
H  -1.408  -1.132  -3.097
H  -2.526  -0.114  -2.940
O  -2.384  -0.936  2.528
H  -3.274  -0.879  2.192
H  -2.388  -1.475  3.260

Calculated values
Frontier orbital gap (eV): 10.2
Relative energy (zero: lowest compared OMol25 entry of this formula, charge and spin) (kcal/mol): 66.7
LUMO level (eV): 0.66
SMILES string: C=CCC=C.O.O.O


Entry 3:
This record from OMol25 describes a 2-piece molecular cluster, C5H14OS overall at a distorted geometry. The level of theory is the ωB97M-V functional and the def2-TZVPD basis.

Atoms and positions in Å:
C  2.329  0.576  0.048
C  1.395  0.026  1.147
C  -0.050  0.431  0.874
C  -0.740  -0.425  -0.206
S  -1.419  -1.989  0.429
C  -3.004  -1.421  1.079
H  3.160  -0.091  -0.190
H  2.669  1.573  0.305
H  1.778  0.569  -0.886
H  1.399  -1.067  1.088
H  1.686  0.397  2.133
H  -0.646  0.392  1.798
H  -0.130  1.478  0.577
H  -0.039  -0.747  -0.965
H  -1.587  0.136  -0.574
H  -3.362  -0.620  0.430
H  -3.717  -2.231  0.984
H  -2.918  -1.016  2.079
O  1.045  1.725  -3.317
H  1.484  1.283  -4.051
H  0.666  1.021  -2.783

Calculated values
Frontier orbital gap (eV): 9.3
Relative energy (zero: lowest compared OMol25 entry of this formula, charge and spin) (kcal/mol): 5.1
LUMO level (eV): 0.74
SMILES string: CCCCSC.O